No. 1
The following is a DFT calculation (wB97M-V/def2-TZVPD) of 2 unconnected molecules or ions with the total composition C6H15NO in a non-equilibrium geometry.

The geometry in XYZ format:
```
23
Properties=species:S:1:pos:R:3:forces:R:3
O 1.39994 -1.40075 3.29175 0.0466 0.9877 -2.9403
N 0.49719 -1.53205 -0.07346 -0.0298 -0.2548 2.2586
C -1.34623 -1.17738 1.61815 2.8324 -0.8335 -2.0681
C -0.34112 1.46811 -2.36665 1.3233 0.6043 -0.7221
C -0.70438 0.69694 -0.03091 1.3214 -3.2533 -0.5998
C -0.10840 -0.49637 0.82806 -1.2220 0.1168 -0.8225
C 0.29832 1.36222 -1.03326 -0.4553 2.1108 2.5592
C 0.23740 1.97665 -3.43969 -1.4645 0.1903 -1.9299
H 0.01746 -1.37248 -0.91463 -0.5820 -0.5922 -1.6761
H -2.35995 -1.18501 1.20412 0.5978 -0.1054 -0.6324
H -1.36329 -0.60370 2.44676 -0.4945 1.4362 3.3803
H 1.12327 2.52030 -3.24035 1.1659 0.3198 -0.4957
H 1.14571 -1.47582 2.30201 0.8405 -0.0163 2.7230
H 0.22566 -2.46627 0.33661 0.4211 1.3000 -1.1850
H 0.74446 -0.12944 1.47974 -1.5468 -0.0745 -0.4029
H 0.35836 2.43363 -0.45308 0.6388 -2.1593 -2.0011
H 1.31644 0.89417 -1.11235 -1.0650 0.3835 0.4230
H -1.28869 1.06132 -2.43758 -1.8657 -0.9719 -0.2460
H -0.92786 -2.18443 1.84063 -1.0453 0.4563 0.2608
H -0.22212 1.98544 -4.51992 0.9052 0.0101 2.4397
H 1.06124 -2.17398 3.69307 -0.5361 -1.3160 0.6705
H -1.11633 1.42886 0.58017 -0.5520 1.2613 1.4334
H -1.60784 0.21676 -0.47924 0.7661 0.4000 -0.4265
```
Forces are in eV/Å.

Computed properties:
Structure (SMILES) ... C=CCC[C@@H](C)N.O
ΔE to the lowest compared entry with this formula, charge and spin ... 83.01 kcal per mole
F_max ... 0.0721 hartree/bohr
HOMO-LUMO gap ... 10.42 eV
HOMO level ... -0.3494 hartree

---

No. 2
The following is a DFT calculation (wB97M-V/def2-TZVPD) of a molecular structure, C16H26CaN7O6 in a non-equilibrium geometry.

The geometry in XYZ format:
```
56
Properties=species:S:1:pos:R:3:forces:R:3
Ca -0.24193 -0.19945 -0.01552 0.7780 1.1114 -0.8137
O 0.92985 -1.51224 -2.25323 -0.1690 -0.5230 0.0158
O 0.91478 -1.76075 0.92949 0.5051 -1.3410 0.5037
O -3.95072 -1.30249 1.66649 -0.2375 0.0492 0.1802
O -1.09266 0.28022 -2.18454 -0.0928 -0.0041 -0.3610
O 1.19669 -3.95937 1.35081 0.0762 -0.0827 0.0619
O -1.98105 -0.27875 1.23040 -1.6137 -0.5721 0.3777
N -0.81450 0.29929 -4.42146 0.0768 -0.0766 -0.2456
N 1.40814 1.62753 -1.31482 -0.0354 -0.0571 0.0765
N -1.38439 -2.30659 -0.53404 -0.2513 -0.3638 0.3120
N -3.48536 1.86910 -5.88256 0.0039 0.0466 -0.0011
N -4.06520 2.05288 -1.35595 0.0683 0.0511 0.0212
N 1.65322 0.89040 1.32175 0.0942 0.0933 0.2264
N -0.72059 2.19802 0.50817 -0.1821 0.3758 0.1071
C -2.75221 1.33570 -3.46373 -0.3658 0.3048 -0.2137
C -0.11996 2.55002 1.79555 0.0025 -0.2812 -0.2443
C 0.54153 -2.99468 0.98098 -0.0129 0.7363 -0.1913
C 0.85373 2.99086 -1.28140 0.1768 -0.2070 0.1717
C -1.54866 0.61513 -3.31759 -0.0371 0.1104 0.5622
C -3.20245 1.66901 -4.77989 0.1397 -0.1960 0.6649
C 2.78203 1.45032 -0.82430 -0.2914 0.0642 0.0774
C -0.52483 3.12767 -0.60069 0.0787 -0.3298 0.1503
C -2.96275 -1.09812 0.98741 0.9577 0.4016 -0.1125
C -1.09801 -2.86995 -1.85754 -0.0974 0.1972 0.2919
C 1.38275 2.23290 1.83380 0.0289 -0.1222 -0.2869
C 2.86323 0.69374 0.52928 -0.3682 0.1151 -0.1337
C -0.92275 -3.21458 0.54922 -0.0804 0.1786 -0.2601
C 0.38848 -2.84969 -2.20420 -0.0183 0.4135 0.2163
C -2.80029 -1.89157 -0.33624 0.4664 -0.2280 0.0560
C -3.47890 1.73368 -2.29738 0.2197 -0.2108 -0.5904
H -3.09205 -1.22482 -1.15136 0.0490 -0.0261 -0.0681
H -0.27600 3.60583 2.04813 0.0246 0.1149 0.0336
H -0.62988 1.95359 2.55515 -0.0031 -0.0359 -0.0242
H 1.26789 1.19810 -2.21621 0.1018 0.0618 -0.0430
H -1.05299 -4.26371 0.27455 -0.0772 -0.0968 -0.0588
H 0.17708 -0.89597 -2.32342 -0.1601 0.0797 -0.2342
H 2.93464 -0.38087 0.36016 -0.0411 -0.0087 -0.0476
H -3.48425 -2.74307 -0.31272 -0.0366 -0.1040 -0.0326
H 1.57688 3.62014 -0.76019 0.0004 0.0513 0.0161
H -1.45719 -3.90559 -1.93011 -0.0011 -0.0920 -0.0346
H 1.58436 0.16842 2.02980 0.0541 0.0280 0.0197
H -1.52354 -3.02693 1.44100 -0.0313 0.0064 -0.0233
H 3.25296 2.43157 -0.72434 0.0531 0.0598 0.0118
H -1.65009 -2.28288 -2.59473 -0.0008 0.0214 -0.0498
H 0.52206 -3.33885 -3.16935 0.0200 -0.0014 -0.1866
H 3.37005 0.90085 -1.55973 0.0187 -0.0465 -0.0100
H -0.09031 -0.39006 -4.30148 0.0101 0.0138 -0.0462
H -1.70637 1.97276 0.63112 0.1220 0.1660 -0.0070
H 1.75828 2.37352 2.85056 0.0105 0.0397 0.1346
H -1.21992 0.40673 -5.33651 -0.0109 0.0044 0.0143
H -1.31033 2.93105 -1.32656 -0.0241 -0.0822 -0.0223
H 1.92262 2.95011 1.21240 -0.0025 -0.0172 0.0034
H -0.64523 4.17104 -0.28169 0.0155 0.1101 -0.0011
H 3.77795 1.00717 1.04724 0.0828 0.0525 0.0540
H 0.77047 3.40387 -2.28912 -0.0199 0.0273 -0.0863
H 0.96847 -3.41190 -1.47329 0.0268 0.0198 0.0694
```
Forces are in eV/Å.

Computed properties:
Total charge ... -1
ΔE to the lowest compared entry with this formula, charge and spin ... 19.82 kcal per mole
F_max ... 0.0341 hartree/bohr
HOMO-LUMO gap ... 8.27 eV
HOMO level ... -0.2130 hartree

---

No. 3
The following is a DFT calculation (wB97M-V/def2-TZVPD) of C21H28N2O2S in the gas phase.

The geometry in XYZ format:
```
54
Properties=species:S:1:pos:R:3:forces:R:3
S -3.46901 -1.10886 0.13134 0.2739 -0.1476 0.1318
O 6.40050 -1.25102 -2.04093 0.2846 -0.1145 0.0616
O 1.90786 1.83088 0.62461 0.1334 0.3613 -0.0884
N 0.84550 -0.07586 1.14020 -0.2442 -0.0496 0.3013
N 4.62914 0.14311 -1.99285 -0.2480 0.1517 -0.4811
C -5.57416 0.50955 3.19643 -0.0166 0.0363 0.0922
C -6.62546 1.15905 1.12950 -0.0131 -0.0446 0.0696
C 3.53681 0.78403 -1.28508 -0.3324 0.1637 0.2870
C 4.22722 0.98732 -4.33750 -0.0921 0.1407 -0.0881
C -5.64910 0.46009 0.43888 0.0352 -0.0302 0.1096
C 3.88084 -0.79432 0.57346 -0.1408 -0.2553 -0.1581
C 1.81256 0.62405 0.50023 0.2505 -0.2758 -0.2276
C -7.71068 1.89056 0.40117 -0.0082 0.0307 0.0247
C 4.83052 -1.61215 -0.28728 0.1051 0.0573 0.1015
C -0.15328 0.64951 1.90254 -0.1639 0.4522 0.0228
C 2.81955 -0.16637 -0.33185 0.1950 0.4019 0.0947
C 0.53637 -1.48120 1.02137 -0.0943 -0.2248 -0.2871
C 5.37609 -0.87754 -1.50450 0.0377 -0.4250 0.2530
C -4.60809 -0.19972 2.50415 -0.0111 -0.0031 -0.0233
C -1.89846 -0.92678 1.07402 -0.5833 0.2096 -0.3390
C -1.52063 0.53962 1.22751 0.1796 -0.0957 0.2849
C 5.10914 0.88029 -3.12606 0.2161 -0.0299 -0.1103
C -6.57308 1.18373 2.51995 0.0090 -0.0115 -0.0392
C -0.80830 -1.66704 0.30959 -0.0228 -0.1428 0.2046
C -4.64092 -0.21299 1.11824 0.2883 -0.1681 -0.1135
C 5.47229 0.15889 -4.38594 -0.0012 0.0181 0.0805
H 0.16443 1.69134 1.95784 -0.0468 -0.1774 0.0943
H -1.47470 1.00393 0.24021 -0.0209 0.0205 -0.0174
H -1.04877 -2.72871 0.23969 0.0062 -0.0424 -0.0318
H 3.90897 1.64390 -0.71204 -0.1250 -0.0937 -0.1006
H -3.84815 -0.73835 3.04856 0.0786 -0.0566 0.0261
H 4.32029 -2.50276 -0.66814 0.0317 0.0017 -0.0012
H 3.42772 -1.42776 1.33912 0.0296 0.0355 0.0385
H -0.19793 0.23120 2.91447 0.0202 0.0281 0.0026
H 4.20007 1.92699 -4.86736 0.0349 0.0920 -0.0056
H 5.37218 -0.91385 -4.39271 -0.0549 -0.0542 0.0932
H 5.69815 1.75328 -2.85622 0.0005 -0.0196 -0.1130
H -7.62363 2.96269 0.57500 -0.0490 0.0705 -0.0451
H -5.54648 0.52666 4.27614 -0.0132 0.0108 0.0940
H 2.31746 -0.94076 -0.91779 0.0206 -0.0279 0.0266
H -2.04081 -1.39586 2.05148 0.1043 0.0145 -0.0058
H -5.66082 0.42819 -0.64045 -0.0154 0.0684 -0.1421
H 0.47114 -1.90269 2.03275 0.0654 -0.0378 -0.0772
H 3.28132 0.46736 -4.32104 -0.0685 -0.0906 0.0871
H -8.68855 1.57419 0.76073 -0.0892 0.0156 -0.0347
H 5.68890 -1.95772 0.29078 -0.0173 -0.0064 -0.1283
H -7.32257 1.73205 3.07155 -0.0880 0.0641 0.0626
H 1.31730 -2.01470 0.48556 0.0271 0.0210 0.0707
H -2.26763 1.07073 1.81976 0.0091 0.0149 -0.0442
H -0.74435 -1.26409 -0.70339 0.0460 -0.0086 -0.0643
H 6.32298 0.51901 -4.94212 0.0618 0.0906 -0.0024
H -7.65459 1.70710 -0.66840 -0.0470 0.0247 -0.0776
H 2.83153 1.17066 -2.02684 0.1055 -0.0113 0.0745
H 4.42462 0.00424 1.08218 -0.0429 0.0490 0.0567
```
Forces are in eV/Å.

Computed properties:
Structure (SMILES) ... Cc1cccc(SC2CCN(C(=O)[C@@H]3CCC(=O)N(C4CC4)C3)CC2)c1
ΔE to the lowest compared entry with this formula, charge and spin ... 0.00 kcal per mole
F_max ... 0.0137 hartree/bohr
HOMO-LUMO gap ... 8.87 eV
HOMO level ... -0.3068 hartree

---

No. 4
The following is a DFT calculation (wB97M-V/def2-TZVPD) of 2 unconnected molecules or ions with the total composition C12H19N3O3S in a non-equilibrium geometry.

The geometry in XYZ format:
```
38
Properties=species:S:1:pos:R:3:forces:R:3
S 2.79651 3.89115 -1.11157 0.2385 0.3011 -0.1266
O 0.23636 0.71441 -4.12218 0.0021 -0.1480 0.1720
O -2.08954 -1.94592 0.36625 -0.3691 0.2405 -0.3141
O 3.13506 -0.78973 2.05947 0.2182 0.0593 0.2959
N -1.30891 -0.93675 0.28797 0.9954 -0.6407 0.7856
N 2.13439 1.17599 1.18071 -0.3119 -0.5245 0.0214
N 0.63616 2.45474 -0.17968 0.4773 -0.7813 0.5073
C -0.30529 1.01627 1.50465 -0.1966 -0.0548 -0.5389
C -0.59619 -1.49708 -1.96416 -0.0913 -0.1073 0.6220
C 2.62658 0.17341 1.64253 -0.0029 -0.1170 -0.3727
C 0.81049 0.06599 -0.67026 -0.6215 0.1881 0.1822
C 0.32208 1.99053 -3.71674 0.2523 0.3963 -0.0562
C -0.59793 -1.19902 2.66646 0.1058 0.2748 0.0965
C -1.13977 -0.26112 1.58627 -0.6084 0.4755 0.5964
C 0.82167 1.11289 0.46547 -0.1547 0.7972 -0.1747
C -0.10403 -1.16868 -0.54260 0.0189 -0.2165 -1.0630
C -2.54751 0.15956 2.05499 0.1463 -0.5308 -0.2739
C 1.58129 3.06739 -0.59458 -0.0224 0.2411 -0.1096
C 0.67790 -2.39993 -0.08190 -0.0887 0.0928 0.3760
H 0.00799 -3.24116 0.05999 -0.1677 -0.0869 0.0495
H 0.46432 -1.40032 2.58091 0.1099 -0.2258 -0.1072
H -1.18734 -2.10657 2.70887 0.0869 -0.2902 -0.1609
H -0.73895 -0.68409 3.61384 0.0143 0.0689 0.2153
H 1.35871 -2.65262 -0.88572 0.2724 -0.0597 -0.0766
H -3.01774 -0.68119 2.54959 -0.2094 -0.0885 0.1504
H 0.52486 0.58448 -1.58327 -0.0309 0.0603 -0.1705
H 1.24418 -2.24644 0.83261 0.1491 0.0023 0.0502
H -1.02230 -2.49585 -1.96333 -0.1349 -0.1231 -0.0649
H -0.17406 2.22192 -2.73837 -0.1745 0.0009 0.1127
H -0.97265 1.84108 1.29337 -0.1531 0.1301 -0.1628
H 1.37279 2.38119 -3.55811 -0.0658 -0.1131 -0.0304
H 0.24142 -1.44517 -2.64518 0.0726 0.1647 -0.3266
H 0.10079 1.20875 2.48962 0.1336 0.0757 0.2097
H -1.34188 -0.77726 -2.27473 0.0019 0.1818 -0.2666
H -2.48402 0.99655 2.74009 -0.0275 0.1602 0.1298
H -3.15972 0.39953 1.19327 -0.0804 0.3175 -0.0911
H -0.11979 2.77697 -4.39582 -0.0307 -0.1988 -0.0907
H 1.81409 -0.30388 -0.84873 0.2471 0.0777 0.0050
```
Forces are in eV/Å.

Computed properties:
Total charge ... -1
Multiplicity ... 2
ΔE to the lowest compared entry with this formula, charge and spin ... 0.00 kcal per mole
F_max ... 0.0276 hartree/bohr
HOMO-LUMO gap (spin up / spin down) ... 5.10 / 5.09 eV
HOMO level (spin up / spin down) ... -0.0898 / -0.0898 hartree

---

| no. | energy (eV) |
| --- | --- |
| 1 | -10000.1574 |
| 2 | -58175.9269 |
| 3 | -40142.6545 |
| 4 | -34197.3226 |